No. 1
Computed, not measured: a 9-piece molecular cluster, C27H78N12O9 overall, with ωB97M-V with the def2-TZVPD basis set.

CARTESIAN COORDINATES (ANGSTROEM)
C -4.58384 -4.95797 -1.78583
O -3.36649 -5.09435 -2.09189
N -5.26208 -3.94953 -2.05193
N -5.26410 -5.83666 -1.11117
H -4.88974 -3.43601 -2.83791
H -6.22718 -3.95386 -1.75418
H -6.20677 -5.59727 -0.83884
H -4.61748 -6.56689 -0.84897
C -2.29712 4.03552 -3.04759
O -1.22803 3.47682 -3.00036
N -2.43616 5.24766 -3.48759
N -3.41344 3.50112 -2.59223
H -3.34212 5.63275 -3.71348
H -1.57863 5.72469 -3.72675
H -3.46761 2.55073 -2.25468
H -4.28149 4.01654 -2.56166
C -0.94247 -1.25073 0.24462
O -0.38281 -0.46847 0.94682
N -1.48325 -0.87746 -0.90359
N -0.98475 -2.54204 0.46798
H -1.95448 -1.60487 -1.42216
H -1.11190 -0.00329 -1.24715
H -0.70196 -2.84403 1.38936
H -1.24871 -3.25838 -0.19329
C 7.56938 -2.75232 -1.61291
C 6.87813 -4.12880 -1.59180
C 5.45927 -4.04018 -2.25258
O 4.84390 -5.29967 -2.08149
C 3.70152 -5.40225 -2.92892
N 7.73578 -5.10752 -2.23376
H 6.91482 -1.91566 -1.36867
H 7.91515 -2.61153 -2.63698
H 8.43072 -2.86492 -0.95450
H 6.79566 -4.56486 -0.59624
H 5.49593 -3.67751 -3.27983
H 4.82753 -3.41198 -1.62459
H 3.50468 -6.45883 -3.11057
H 3.75419 -4.89353 -3.89148
H 2.82131 -5.11404 -2.35424
H 7.28710 -5.92846 -1.85317
H 7.51067 -5.23691 -3.20981
C 0.25270 5.13375 4.29336
C 1.75814 4.79593 4.30869
C 2.57417 5.53643 5.37623
O 2.53991 6.94720 5.16165
C 3.22162 7.72561 6.11016
N 1.88532 3.34313 4.49536
H -0.17881 4.78546 3.35496
H 0.05724 6.20600 4.27992
H -0.30138 4.55475 5.03217
H 2.26974 4.98687 3.36534
H 3.62152 5.24446 5.29937
H 2.29787 5.29924 6.40361
H 3.15493 7.36025 7.13494
H 2.88269 8.76064 6.06628
H 4.26598 7.73667 5.79823
H 2.82513 3.01284 4.32877
H 1.33813 2.90057 3.77091
C 8.21863 5.56196 1.13031
C 7.50769 4.42454 1.82622
C 6.69269 3.64410 0.75443
O 5.96069 2.58043 1.42284
C 4.96229 1.87927 0.66796
N 8.54781 3.55845 2.36445
H 8.77061 5.08318 0.32149
H 8.89573 6.04155 1.83715
H 7.56869 6.26778 0.61311
H 6.86057 4.79595 2.62082
H 7.36797 3.18730 0.03094
H 5.91665 4.27459 0.32045
H 4.09577 2.52539 0.52735
H 4.71393 1.00472 1.26927
H 5.29170 1.57320 -0.32497
H 8.15727 2.70381 2.73481
H 9.05723 3.29748 1.53229
C -5.62007 -0.24888 -7.71200
C -5.90723 -0.95822 -6.38257
C -6.89686 -2.17042 -6.46789
O -7.80714 -2.02197 -7.57385
C -8.40380 -3.25287 -7.97698
N -4.68021 -1.36715 -5.80491
H -4.88395 0.55472 -7.69064
H -6.48128 0.24736 -8.15940
H -5.22846 -1.03210 -8.36107
H -6.36703 -0.19019 -5.76063
H -7.58414 -2.23106 -5.62405
H -6.39311 -3.12861 -6.59521
H -8.81778 -3.69282 -7.06969
H -7.57746 -3.92641 -8.20416
H -9.10959 -3.28990 -8.80679
H -4.04563 -0.58255 -5.76256
H -4.25051 -2.06006 -6.40101
C -7.22992 5.72753 2.06731
C -7.10637 4.45067 1.22101
C -6.55696 3.28850 2.05660
O -6.36100 2.14889 1.23965
C -5.77830 1.13679 1.97527
N -8.39508 4.01101 0.74588
H -7.63808 6.56790 1.50580
H -6.22232 6.01562 2.36707
H -7.83188 5.44698 2.93162
H -6.42239 4.54766 0.37789
H -7.06302 3.08496 3.00030
H -5.54444 3.57843 2.33741
H -4.80494 1.35298 2.41565
H -5.73524 0.28858 1.29205
H -6.41148 0.84202 2.81211
H -7.98105 3.20724 0.29574
H -8.96115 3.59813 1.47334
C 4.16016 -7.03140 3.09560
C 2.67442 -6.69931 3.42210
C 2.59580 -5.19786 3.98400
O 1.27387 -4.79595 4.34005
C 1.04717 -3.54958 4.92790
N 2.00579 -6.92294 2.11946
H 4.37552 -8.05131 2.77701
H 4.78013 -6.94673 3.98811
H 4.59974 -6.45351 2.28263
H 2.30013 -7.37604 4.19026
H 2.98031 -4.50776 3.23299
H 3.26128 -5.20620 4.84723
H 1.38682 -2.73915 4.28297
H 1.61426 -3.40695 5.84778
H 0.00908 -3.47366 5.25150
H 1.18280 -6.35457 1.97893
H 2.62624 -6.49777 1.44539

Calculated values
SMILES   COC[C@H](C)N.COC[C@H](C)N.COC[C@H](C)N.COC[C@H](C)N.COC[C@H](C)N.COC[C@H](C)N.NC(N)=O.NC(N)=O.NC(N)=O
Kohn-Sham gap   0.3353 Ha
Energy above the lowest of the compared OMol25 structures with the same formula, charge and spin   101.41 kcal per mole



No. 2
Computed, not measured: C22H50BBr3Cl4CsLiNNa2O8P2 as an isolated structure, with ωB97M-V with the def2-TZVPD basis set.

CARTESIAN COORDINATES (ANGSTROEM)
C 0.95643 -7.49506 2.08193
C 1.89212 -6.43258 1.89599
C 2.64487 -4.96628 1.61078
C 2.09106 -4.37891 0.18744
C 0.88947 -3.27826 0.28876
B -0.17219 -3.48621 1.52318
P -0.95898 -1.72579 1.83596
O -2.01434 -1.94187 3.24768
O 0.41674 -0.78267 2.42824
P -1.62678 -4.68121 1.15441
C -2.28006 -5.36576 2.85444
C -3.14070 -3.79914 0.39582
C -4.50003 -4.77331 0.36756
H 0.06865 -8.27311 1.92508
H 3.80485 -5.20585 1.46461
H 2.56613 -4.23791 2.52269
H 3.01457 -3.83048 -0.33280
H 1.85119 -5.31781 -0.49482
H 0.26548 -3.35604 -0.72459
H 1.25854 -2.14620 0.33316
H 0.30188 -3.79236 2.55356
H -1.34771 -2.04690 4.01488
H 1.06262 -1.44490 2.81853
H -3.05490 -4.58993 3.31163
H -1.39541 -5.46592 3.62138
H -2.88172 -6.38502 2.72311
H -2.89481 -3.42463 -0.70294
H -3.48959 -2.82500 0.98035
H -4.21070 -5.92124 0.26803
H -5.04035 -4.56564 1.40925
H -5.26626 -4.42479 -0.47321
C 4.14185 5.21063 -1.59825
O 3.95356 3.80537 -1.64369
C 5.19312 3.10121 -1.74519
C 4.98365 1.61015 -1.46906
O 4.95648 1.30474 -0.06891
C 3.74913 1.66346 0.61521
C 2.58985 0.71191 0.30864
O 1.95467 1.08076 -0.91764
C 1.05717 0.08267 -1.37575
H 4.66266 5.55962 -2.49683
H 3.15921 5.68731 -1.55103
H 4.70385 5.48811 -0.70119
H 5.91706 3.51248 -1.03269
H 5.56869 3.23346 -2.76578
H 5.84923 1.06837 -1.86572
H 4.09961 1.21772 -1.97639
H 3.48550 2.70734 0.43026
H 3.98552 1.57615 1.68123
H 1.84178 0.78144 1.10595
H 2.96068 -0.31713 0.24271
H 1.59982 -0.84001 -1.60201
H 0.58221 0.44079 -2.29287
H 0.28070 -0.10829 -0.62950
C -4.39612 2.67311 0.56562
C -3.47240 1.45799 0.63567
C -3.31547 0.71882 -0.71444
O -4.44088 -0.08591 -1.08122
C -5.52080 0.64070 -1.64829
N -3.95420 0.55532 1.69268
H -5.45484 2.40176 0.55619
H -4.24266 3.31588 1.44195
H -4.18680 3.27359 -0.32587
H -2.48083 1.82445 0.92466
H -2.47561 0.02128 -0.61795
H -3.05543 1.40989 -1.52314
H -5.17737 1.47873 -2.26051
H -6.19415 0.98692 -0.86261
H -6.08849 -0.04126 -2.28623
H -3.28110 -0.20423 1.80308
H -4.78931 0.08420 1.33219
Cs -0.09415 -5.88191 -0.21790
C 3.80585 2.44725 -5.92626
Cl 4.77583 3.94021 -5.85631
Cl 2.61056 2.57666 -7.24120
Cl 4.87714 1.05675 -6.23207
Cl 2.95987 2.21541 -4.37533
Na -0.99415 3.00830 1.21143
C -2.49945 2.63369 5.65873
C -2.48128 4.16384 5.82181
O -1.75388 4.64905 4.82874
H -1.49171 2.20318 5.71538
H -3.09300 2.18215 6.46223
H -2.95187 2.32811 4.70691
H -2.14200 4.33958 6.85466
H -3.54002 4.45908 5.88912
O 5.71849 7.44813 -1.11197
H 5.49320 7.71945 -0.24084
Na -0.99415 1.33152 -2.33322
Li 7.70585 7.65848 -0.25345
C -0.77993 0.24464 -6.93947
Br 0.36609 0.44994 -5.38100
Br 0.19110 0.54949 -8.59724
Br -1.69695 -1.47091 -6.94267
H -1.55107 1.01925 -6.87353

Calculated values
Kohn-Sham gap   0.0971 Ha
Total charge   +1



No. 3
Computed, not measured: C6H8HgNaO6 as an isolated structure, with ωB97M-V with the def2-TZVPD basis set.

CARTESIAN COORDINATES (ANGSTROEM)
Na 0.03824 1.74265 1.26409
O -0.81528 0.38354 -0.18683
O 2.67781 -1.15773 -0.37721
C 3.90469 -0.45776 -0.03440
C 3.41919 0.96512 0.19530
O 1.97452 0.81173 0.09875
C 1.59517 -0.44130 -0.16936
H 4.33856 -0.93230 0.85172
H 4.58545 -0.55943 -0.88486
H 3.70619 1.68570 -0.57665
H 3.69579 1.36455 1.17616
Hg -0.54605 -1.58395 0.02757
O -1.60897 -1.40121 1.68986
O -3.20126 0.06544 1.39986
C -3.39502 0.01917 -0.00602
C -2.29732 0.86693 -0.65808
O -1.73865 0.96315 2.38890
C -1.90280 -0.18493 1.81334
H -3.37559 -1.03278 -0.32156
H -4.37577 0.48260 -0.18205
H -2.53367 1.94620 -0.53962
H -2.39869 0.68606 -1.75042

Calculated values
Kohn-Sham gap (spin up / spin down)   0.1960 / 0.2691 Ha
Multiplicity   2
Energy above the lowest of the compared OMol25 structures with the same formula, charge and spin   119.64 kcal per mole
Expectation value of S²   0.7527



No. 4
Computed, not measured: C12H18B4F12N2O2V as an isolated structure, with ωB97M-V with the def2-TZVPD basis set.

CARTESIAN COORDINATES (ANGSTROEM)
O 2.89919 -5.67397 3.17603
V 3.58161 -4.56246 4.11455
O 5.12470 -5.04159 4.63906
B 0.33567 -2.45374 5.56276
H 0.00477 -1.51537 5.98017
H 1.12502 -2.86979 6.16943
H -0.47306 -3.16560 5.62151
H 0.66285 -2.26183 4.55263
C -1.04078 7.85627 -5.43012
N -1.27117 6.69320 -4.56760
C -2.44230 6.01303 -4.80757
C -2.54164 4.80654 -4.09255
C -1.64544 4.39061 -3.12392
C -0.55143 5.15636 -2.86629
C -0.36457 6.37871 -3.54440
C -1.78633 3.08833 -2.38072
C -1.56090 2.91447 -0.97969
C -1.63499 1.69491 -0.36312
N -2.00661 0.56875 -1.05433
C -2.37065 0.67124 -2.34389
C -2.20594 1.90766 -2.98911
C -2.00136 -0.79765 -0.43176
H -0.01549 8.20405 -5.30389
H -1.70380 8.63931 -5.06222
H -1.18863 7.63509 -6.48716
H -3.08417 6.37928 -5.59515
H -3.41242 4.25757 -4.41930
H 0.18267 4.86365 -2.13020
H 0.49197 7.03641 -3.53120
H -1.18946 3.73490 -0.38360
H -1.59917 1.43790 0.68524
H -2.55568 -0.29147 -2.79705
H -2.39540 1.96241 -4.05095
H -2.76590 -1.38731 -0.93760
H -2.22071 -0.64758 0.62533
H -1.03028 -1.29273 -0.43148
B 0.52544 -6.24857 -3.24232
F 1.28222 -5.71830 -2.25309
F 0.91301 -5.78623 -4.45493
F 0.79508 -7.55975 -3.38196
F -0.82395 -6.31548 -3.01129
B 0.54845 -7.58334 8.49916
F 1.57801 -7.17631 7.71926
F 0.86939 -7.55735 9.78426
F -0.52898 -6.74991 8.29910
F 0.21975 -8.83845 8.12682
B 5.49432 -0.93177 2.57422
F 5.39174 0.30829 1.93609
F 4.92584 -0.90803 3.82769
F 4.73993 -1.86463 1.95005
F 6.71959 -1.39972 2.60508

Calculated values
Kohn-Sham gap   0.0477 Ha
Total charge   -1